Entry 1:
22
Properties=species:S:1:pos:R:3:forces:R:3 method="wB97M-V/def2-TZVPD" homo_energy_ev=-9.463 homo_lumo_gap_ev=10.03 e_tot_ha=-1315.1643 relative_energy_kcal_mol=21.1 smiles="CCCCNN(S)S(=O)(=O)F"
N -1.13964 0.82479 -0.25631 0.384 0.003 0.263
H 2.86778 -1.91633 0.43595 -0.006 0.005 0.021
H 3.10174 0.04510 -1.06359 -0.069 -0.009 -0.169
H 1.49703 -1.17763 1.23065 0.002 0.062 0.053
C 1.35666 1.11567 -0.48173 -0.126 -0.100 -0.265
H 0.02617 2.18488 0.78046 -0.009 -0.004 0.004
O -3.82395 0.93311 -0.25875 0.007 0.133 0.211
S -3.41423 -0.37733 0.09747 0.376 0.199 0.080
H -1.79293 1.55516 -0.00118 -0.198 -0.056 -0.165
H 0.25284 0.55238 1.33762 -0.016 -0.089 -0.070
N -1.73235 -0.39593 0.28952 -0.433 -0.098 -0.539
C 0.13503 1.15397 0.43469 -0.019 0.198 0.121
H 0.99512 1.42365 -1.46694 0.115 0.072 -0.010
F -3.77983 -0.56805 1.60094 -0.103 0.004 0.003
C 2.12740 -0.20013 -0.63258 0.177 -0.080 0.221
H 1.64322 -0.86731 -1.34697 -0.134 0.054 0.048
O -3.90439 -1.51470 -0.57659 -0.014 -0.265 -0.012
C 2.40097 -0.95643 0.66739 0.226 -0.110 -0.211
H -1.00102 -1.48245 -1.61419 -0.104 -0.053 -0.051
H 2.05395 1.89521 -0.16537 -0.023 -0.037 0.175
H 3.10935 -0.41469 1.29735 -0.151 0.084 0.108
S -0.97893 -1.81294 -0.30785 0.119 0.086 0.186

Entry 2:
25
Properties=species:S:1:pos:R:3:forces:R:3 method="wB97M-V/def2-TZVPD" homo_energy_ev=-9.428 homo_lumo_gap_ev=10.32 e_tot_ha=-576.0150 relative_energy_kcal_mol=26.3 smiles="C1OCOCO1.CCCC=O"
H 3.20893 -0.36293 1.78170 0.033 -0.196 -0.499
O -1.71758 0.20192 -1.14530 0.224 -0.086 0.417
C 3.04850 0.45360 -0.23069 -0.066 0.146 -0.705
H -3.44604 -0.19412 2.13142 0.332 -0.296 -0.150
H 3.39526 0.18290 -1.26359 -0.265 0.384 0.784
H 3.33784 -1.56060 0.44218 -0.006 0.030 0.314
H 0.74702 -0.90229 -1.60467 -0.229 -0.483 -0.107
H -3.49654 -0.81060 -1.40960 0.098 0.114 0.188
C -3.10893 -0.04100 1.10549 0.974 0.151 0.286
O -2.75673 -1.23627 0.47289 -0.347 0.436 -0.515
H 4.67979 -0.48665 0.82899 0.195 -0.004 -0.092
C 0.78544 -0.72922 -0.51658 0.104 -0.679 0.910
O -1.90326 0.76550 1.10805 -1.608 0.234 -0.370
H 1.10643 1.28456 -0.83569 0.201 0.297 -0.111
H 3.42951 1.45557 0.02459 -0.087 -0.268 -0.339
O 0.31205 -1.47910 0.31478 0.462 0.356 -1.070
C -1.85085 1.24879 -0.20890 1.230 0.000 0.035
C 1.50885 0.52542 -0.16774 0.071 0.278 0.552
H -1.97044 -1.76683 -1.33819 -0.293 0.095 0.255
H -3.90639 0.47920 0.53323 0.253 -0.090 0.252
H -0.95928 1.88382 -0.33461 -0.417 -0.231 0.159
H 1.23000 0.76253 0.86198 -0.061 0.149 -0.029
H -2.74628 1.80342 -0.41468 -0.635 0.552 -0.214
C -2.52553 -0.93015 -0.89739 -0.048 -0.661 -0.341
C 3.59822 -0.54745 0.76235 -0.114 -0.228 0.388